(1)
Here is 16 unconnected molecules or ions with the total composition C39H110O25 at a distorted geometry from the OMol25 dataset. Energies are from ωB97M-V/def2-TZVPD.

Structure (XYZ):
```
174
Properties=species:S:1:pos:R:3:forces:R:3:lowdin_charge:R:1
C -0.625 -1.156 -7.478 -1.284 2.433 0.182 -0.07
C 0.015 -2.038 -6.545 -0.264 -2.580 2.583 -0.51
C -0.799 -2.254 -5.146 0.504 1.190 -2.093 0.00
O 0.056 -3.294 -7.155 0.496 -1.090 -0.293 -0.05
H -1.709 -1.165 -7.359 -0.149 -0.237 -0.320 0.08
H -0.354 -1.307 -8.523 0.228 0.188 0.259 0.10
H -0.302 -0.219 -7.025 -0.262 0.974 -1.006 0.08
H 1.044 -1.728 -6.365 0.085 0.198 0.331 0.13
H -1.777 -2.616 -5.462 0.124 -0.545 0.031 0.07
H -1.037 -1.304 -4.669 0.509 0.064 0.370 0.04
H -0.280 -2.953 -4.490 -0.082 0.146 -0.051 0.06
H 0.839 -3.688 -6.763 0.182 -0.788 0.003 0.04
C -3.850 -2.812 1.377 0.788 0.221 0.534 -0.04
C -4.046 -1.565 0.489 -1.615 -1.154 0.231 -0.47
C -5.066 -1.832 -0.638 0.730 0.263 0.163 -0.04
O -4.658 -0.640 1.353 0.253 0.389 1.155 -0.06
H -3.187 -2.590 2.214 0.359 0.386 -0.079 0.05
H -3.390 -3.685 0.915 -0.278 0.095 -0.447 0.06
H -4.741 -3.111 1.930 -0.469 0.080 -0.626 0.09
H -3.111 -1.170 0.093 0.287 -0.189 0.002 0.12
H -5.040 -0.954 -1.283 -0.127 -0.095 -0.386 0.06
H -6.068 -1.874 -0.210 0.088 -0.222 0.070 0.09
H -4.845 -2.744 -1.192 -0.027 0.077 -0.177 0.08
H -4.871 0.208 0.956 0.025 0.295 -0.354 0.05
C -3.572 5.652 4.095 0.344 -0.306 -0.507 -0.06
C -2.048 5.401 4.253 -2.524 1.389 2.033 -0.51
C -1.797 5.447 5.803 1.244 0.730 -2.277 -0.05
O -1.818 4.165 3.725 0.204 -2.229 -0.730 -0.04
H -3.935 6.567 4.562 0.312 0.290 -0.319 0.08
H -4.176 4.870 4.556 0.258 -0.360 -0.039 0.08
H -3.735 5.619 3.018 -0.606 0.310 0.034 0.05
H -1.597 6.219 3.692 0.695 -0.040 0.228 0.13
H -1.958 6.492 6.067 -0.350 -0.177 0.551 0.07
H -0.721 5.293 5.895 0.000 -0.446 0.707 0.06
H -2.432 4.718 6.307 0.236 0.197 0.080 0.08
H -1.044 4.027 3.173 0.320 0.598 0.109 0.08
C -0.771 -4.698 -0.548 -0.168 -0.359 -1.595 -0.07
C 0.145 -5.490 0.304 -1.478 -0.043 2.935 -0.52
C -0.596 -6.255 1.482 0.351 0.897 -0.601 -0.03
O 0.942 -6.388 -0.384 1.392 -0.071 -0.659 -0.03
H -1.411 -4.010 0.004 0.017 -0.228 -0.163 0.06
H -1.283 -5.398 -1.207 -0.851 0.036 0.115 0.09
H -0.146 -4.150 -1.254 0.019 0.493 0.072 0.07
H 0.727 -4.690 0.763 0.934 -0.569 0.206 0.11
H 0.115 -6.905 1.992 -0.107 -0.199 -0.202 0.07
H -1.474 -6.790 1.119 0.178 -0.386 -0.212 0.07
H -0.999 -5.594 2.250 0.128 0.394 -0.087 0.06
H 0.435 -7.053 -0.854 -0.369 0.082 0.082 0.10
C 4.690 0.483 -3.120 -0.283 -0.350 0.550 -0.02
C 4.611 -0.208 -1.732 0.587 -0.297 0.344 -0.48
C 5.878 -0.146 -0.896 1.531 0.858 -0.814 -0.05
O 3.614 0.366 -0.935 -1.250 -0.441 -0.043 -0.07
H 4.598 1.557 -2.956 0.595 0.149 -0.090 0.06
H 3.844 0.267 -3.773 -0.215 -0.410 0.236 0.07
H 5.579 0.210 -3.689 0.155 0.235 0.207 0.08
H 4.370 -1.268 -1.808 -0.171 0.023 -0.454 0.10
H 6.207 0.877 -0.711 -0.543 0.508 0.090 0.08
H 6.744 -0.472 -1.472 0.066 -0.795 0.050 0.07
H 5.856 -0.602 0.093 -0.380 -0.393 -0.325 0.07
H 3.613 1.306 -1.132 -0.144 0.465 0.270 0.02
C 3.396 -3.012 -0.053 -1.043 -0.644 0.409 -0.04
C 4.066 -3.082 1.336 -2.557 1.803 1.064 -0.48
C 3.128 -3.274 2.633 0.800 -0.942 -1.791 -0.01
O 5.045 -4.024 1.325 2.031 -1.073 0.042 -0.03
H 2.679 -3.825 -0.173 0.001 -0.545 0.162 0.06
H 4.111 -3.163 -0.862 0.242 0.328 0.224 0.06
H 2.749 -2.158 -0.253 0.468 0.459 0.221 0.06
H 4.467 -2.092 1.552 0.882 -0.116 -0.334 0.12
H 2.375 -4.020 2.379 -0.683 0.404 0.046 0.06
H 2.755 -2.337 3.046 -0.211 -0.273 -0.169 0.05
H 3.719 -3.814 3.373 0.306 0.509 0.170 0.07
H 4.682 -4.909 1.242 -0.256 -0.027 -0.018 0.10
C 0.306 3.567 -3.856 0.163 0.659 -2.575 -0.04
C -0.887 3.771 -4.876 -1.413 -1.313 3.283 -0.40
C -1.142 2.663 -5.840 1.745 -1.249 -0.303 -0.07
O -2.029 3.664 -3.958 -0.407 1.973 -0.338 -0.11
H 0.276 2.599 -3.356 -0.290 0.064 -0.017 0.07
H 0.379 4.404 -3.162 -0.294 -0.157 0.068 0.07
H 1.192 3.598 -4.491 0.591 -0.127 0.270 0.06
H -0.909 4.727 -5.400 0.119 0.198 0.535 0.14
H -1.794 2.883 -6.685 0.168 0.109 0.140 0.09
H -1.490 1.782 -5.300 -0.424 0.097 0.042 0.06
H -0.158 2.299 -6.133 0.093 0.065 -1.012 0.08
H -2.163 2.735 -3.756 0.041 -0.326 -0.022 0.01
C -3.736 -0.306 -5.172 0.561 -1.242 -0.975 -0.25
C -3.975 0.707 -4.104 -0.737 -1.254 1.779 -0.19
O -2.833 0.988 -3.252 -0.422 0.945 -1.261 -0.10
O -4.913 -0.612 -5.974 1.166 0.878 0.594 -0.04
H -3.476 -1.285 -4.769 0.018 0.137 0.439 0.11
H -2.836 -0.011 -5.711 -0.207 0.042 -0.814 0.09
H -4.652 0.159 -3.450 -0.815 0.729 0.107 0.11
H -4.439 1.598 -4.526 0.393 0.253 0.428 0.14
H -2.507 0.205 -2.804 0.222 -0.337 -0.090 0.05
H -4.916 0.009 -6.706 -0.179 0.066 -0.141 0.08
C 0.341 -0.590 0.098 0.171 -0.716 -0.552 -0.19
C 0.445 -0.559 -1.475 -0.127 0.888 1.146 -0.18
O -0.845 -0.581 -2.084 -0.233 -0.345 0.436 -0.10
O -0.329 -1.774 0.555 -0.127 0.413 -1.064 -0.09
H -0.186 0.303 0.434 -0.337 0.182 -0.160 0.11
H 1.299 -0.580 0.618 0.475 0.275 -0.603 0.10
H 1.068 -1.322 -1.944 0.146 -0.207 0.418 0.11
H 0.839 0.418 -1.755 0.370 -0.086 0.129 0.10
H -1.256 -1.369 -1.722 -0.329 -0.344 0.040 0.08
H -0.262 -1.769 1.513 -0.010 -0.118 0.562 0.04
C 2.788 3.815 -0.212 0.599 0.772 0.622 -0.20
C 1.964 3.015 0.779 -1.231 -0.315 -1.693 -0.23
O 1.152 3.878 1.556 1.168 -0.414 1.139 -0.07
O 3.566 3.014 -1.098 -0.319 -0.050 0.257 -0.07
H 3.435 4.414 0.429 0.356 0.353 -0.231 0.12
H 2.140 4.498 -0.762 -0.143 -0.038 -0.133 0.12
H 2.590 2.330 1.352 -0.247 0.323 0.203 0.10
H 1.246 2.453 0.182 0.221 -0.853 -0.111 0.10
H 0.659 4.464 0.977 -0.215 0.421 -0.206 0.02
H 3.864 3.507 -1.866 -0.120 0.271 0.110 0.10
C 4.284 -2.585 7.627 -0.362 -0.794 -0.571 -0.26
C 3.073 -1.720 7.185 -0.726 -0.777 0.017 -0.19
O 2.599 -1.936 5.842 0.784 -0.812 0.729 -0.08
O 5.160 -1.857 8.379 1.556 2.822 0.826 -0.07
H 4.848 -2.967 6.776 -0.549 -0.518 -0.410 0.12
H 4.147 -3.320 8.420 -1.430 -1.068 -1.071 0.12
H 3.285 -0.658 7.305 0.450 0.099 0.146 0.10
H 2.288 -1.942 7.907 -0.381 0.106 -0.053 0.12
H 2.204 -1.119 5.529 -0.099 0.334 0.194 0.01
H 5.215 -1.025 7.903 0.737 0.478 0.357 0.08
C -1.032 -2.125 4.420 0.220 1.746 1.600 -0.21
C -1.857 -0.865 4.362 -2.187 0.941 0.660 -0.22
O -2.748 -0.644 5.489 0.369 -0.815 -0.131 -0.08
O -0.008 -1.809 3.511 0.901 -0.952 -1.327 -0.09
H -1.544 -3.073 4.258 0.133 0.189 -0.336 0.13
H -0.545 -2.091 5.395 -0.371 -0.789 0.435 0.12
H -2.474 -0.854 3.464 0.150 0.052 -0.336 0.11
H -1.234 0.030 4.379 0.632 -0.327 -0.476 0.11
H -3.124 0.228 5.345 -0.175 -0.011 0.046 0.08
H 0.661 -1.375 4.045 0.277 0.072 -0.365 0.06
C -1.746 3.351 -0.025 0.866 -1.921 -0.485 -0.19
C -1.818 4.870 0.074 -0.718 0.311 -0.402 -0.16
O -0.650 5.596 0.554 -0.419 -1.095 -0.207 -0.09
O -2.813 2.708 -0.749 -1.025 1.129 0.302 -0.08
H -1.751 2.797 0.914 0.385 0.636 0.489 0.12
H -0.914 2.974 -0.620 0.966 0.732 0.506 0.11
H -2.641 5.123 0.743 -0.256 0.073 -0.178 0.10
H -1.996 5.242 -0.935 -0.421 -0.111 -0.056 0.13
H -0.873 6.506 0.345 0.315 0.149 0.130 0.10
H -2.444 2.188 -1.467 -0.162 0.071 -0.314 0.05
C 3.176 1.781 3.755 1.753 0.297 0.110 -0.20
C 2.900 1.279 5.194 0.824 1.315 -1.075 -0.21
O 1.672 0.597 5.148 -0.613 -0.341 0.399 -0.07
O 4.549 2.216 3.583 -0.149 -0.222 0.407 -0.07
H 2.546 2.633 3.502 -0.510 -0.363 0.069 0.11
H 3.112 0.982 3.017 -0.655 -0.176 0.228 0.12
H 2.881 2.163 5.832 -0.341 0.036 0.209 0.13
H 3.700 0.670 5.613 -0.004 -0.352 -0.478 0.11
H 1.009 1.122 5.602 -0.184 -0.108 0.006 0.11
H 4.616 3.173 3.555 -0.198 -0.004 0.106 0.08
C -5.869 4.584 0.252 -0.042 -0.215 1.206 -0.21
C -5.397 3.475 1.222 0.447 1.319 -0.420 -0.25
O -5.332 2.260 0.553 -1.015 -1.139 -0.202 -0.07
O -5.520 5.849 0.842 0.285 -0.422 -0.250 -0.08
H -6.947 4.428 0.224 -0.136 0.365 -0.454 0.12
H -5.437 4.405 -0.733 0.125 0.406 -0.112 0.11
H -6.124 3.518 2.032 0.341 -0.693 0.259 0.13
H -4.373 3.635 1.561 -0.106 0.798 0.598 0.10
H -4.604 2.391 -0.058 0.513 -0.319 -0.449 0.05
H -6.195 6.525 0.744 -0.166 -0.283 -0.254 0.08
C 3.335 -4.741 -3.450 -1.090 -1.135 -0.561 -0.26
C 2.149 -4.870 -4.437 0.758 0.072 0.975 -0.21
O 2.332 -4.076 -5.576 -0.156 1.734 -0.462 -0.07
O 4.409 -5.393 -4.013 1.788 -0.759 -1.048 -0.06
H 3.092 -5.282 -2.536 -0.470 0.481 0.394 0.12
H 3.587 -3.692 -3.290 -0.467 0.259 0.212 0.12
H 1.356 -4.541 -3.765 -0.789 0.279 -0.888 0.10
H 1.929 -5.813 -4.936 0.164 -0.891 1.474 0.13
H 3.149 -4.352 -5.998 0.168 -0.078 -0.002 0.10
H 5.107 -5.503 -3.363 0.095 0.030 -0.051 0.09
```
Forces are in eV/Å.

As for the HOMO energy: -9.4 eV. The total energy comes out at -3432.57398 Eh. The LUMO energy is 0.1 eV. For the HOMO-LUMO gap, the calculation gives 9.46 eV. The value obtained for the molar mass is 979.28 u.



(2)
Here is 2 unconnected molecules or ions with the total composition H4O2 at a distorted geometry from the OMol25 dataset. Energies are from ωB97M-V/def2-TZVPD.

Structure (XYZ):
```
6
Properties=species:S:1:pos:R:3:forces:R:3:lowdin_charge:R:1
H 1.071 0.660 -0.549 -0.203 1.752 -1.267 0.01
H 2.034 -0.257 0.179 -2.144 0.164 -0.360 0.09
H -0.987 -0.729 -0.097 -0.677 0.595 -0.169 0.02
H -1.451 0.511 0.603 -0.113 0.152 0.078 0.02
O 1.054 -0.108 -0.030 2.503 -1.965 1.647 -0.06
O -1.722 -0.076 -0.107 0.634 -0.699 0.070 -0.08
```
Forces are in eV/Å.

As for the HOMO energy: -11.0 eV. The total energy comes out at -152.86782 Eh. The LUMO energy is 0.6 eV. For the HOMO-LUMO gap, the calculation gives 11.65 eV. The value obtained for the molar mass is 36.03 u. As for the energy relative to the best compared isomer or geometry (same formula, charge and spin): 0.1937 eV.